C15H36O27S6 | wB97M-V/def2-TZVPD

Geometry as ORCA input:
```
! wB97M-V def2-TZVPD RIJCOSX def2/J DEFGRID3
* xyz 0 1
C 1.350 5.146 1.161
O 1.082 5.711 -0.131
H 0.787 4.204 1.247
H 2.432 5.062 1.323
H 0.982 5.845 1.876
H 0.160 5.619 -0.163
C -3.908 1.492 1.346
O -3.294 0.343 1.852
H -4.865 1.682 1.882
H -3.296 2.400 1.153
H -4.205 1.316 0.323
H -2.539 0.127 1.252
C 0.140 0.016 -0.057
O -1.294 -0.118 -0.087
H 0.578 0.133 -1.006
H 0.396 0.768 0.717
H 0.545 -0.929 0.285
H -1.605 0.678 -0.515
C 0.052 3.466 -3.986
C 0.997 3.503 -2.759
O 0.148 3.210 -1.670
S -1.306 3.664 -1.939
O -1.596 4.924 -1.316
O -2.143 2.558 -1.595
O -1.158 3.985 -3.435
H -0.181 2.498 -4.331
H 0.245 4.106 -4.837
H 1.451 4.475 -2.564
H 1.783 2.706 -2.824
C 5.400 -0.456 2.484
C 4.972 0.990 2.558
O 4.377 1.297 1.311
S 5.182 0.449 0.220
O 6.163 1.239 -0.367
O 4.192 -0.140 -0.626
O 5.797 -0.584 1.151
H 4.595 -1.133 2.703
H 6.275 -0.697 3.181
H 5.906 1.575 2.641
H 4.264 1.259 3.374
C 1.432 -2.767 -2.384
C 2.859 -2.399 -2.557
O 2.916 -1.625 -3.754
S 1.563 -0.785 -3.948
O 1.119 -0.870 -5.295
O 1.737 0.473 -3.362
O 0.723 -1.582 -2.922
H 1.196 -2.841 -1.321
H 1.098 -3.689 -2.906
H 3.483 -3.279 -2.761
H 3.177 -1.784 -1.695
C -0.655 0.032 3.830
C -0.607 -0.508 5.214
O 0.658 -0.138 5.717
S 1.044 1.278 5.161
O 2.271 1.199 4.480
O 0.926 2.395 6.025
O -0.102 1.368 4.085
H -1.638 0.169 3.502
H -0.010 -0.516 3.088
H -0.771 -1.591 5.251
H -1.460 -0.040 5.759
C -2.484 -3.145 0.787
C -2.892 -4.192 1.822
O -1.834 -4.041 2.883
S -0.439 -3.846 2.039
O 0.020 -5.055 1.477
O 0.399 -3.122 2.879
O -1.080 -2.905 0.911
H -2.972 -2.237 1.044
H -2.712 -3.519 -0.207
H -2.798 -5.223 1.532
H -3.840 -3.984 2.298
C -2.630 -1.509 -3.242
C -3.601 -1.668 -4.350
O -4.759 -2.403 -3.888
S -4.388 -3.111 -2.503
O -3.546 -4.257 -2.707
O -5.586 -3.168 -1.750
O -3.459 -1.964 -2.009
H -2.390 -0.474 -3.006
H -1.821 -2.233 -3.353
H -3.086 -2.168 -5.159
H -3.925 -0.666 -4.533
*
```

=====

C15H37ClIO3S | wB97M-V/def2-TZVPD

Geometry as ORCA input:
```
! wB97M-V def2-TZVPD RIJCOSX def2/J DEFGRID3
* xyz 1 1
C 1.521 0.512 -3.817
C 0.083 0.805 -3.398
I -0.691 2.445 -4.529
C -0.926 -0.366 -3.465
S -0.563 -1.723 -4.606
Cl 0.753 -2.803 -3.602
H 1.612 0.291 -4.890
H 1.949 -0.302 -3.220
H 2.149 1.381 -3.610
H 0.083 1.147 -2.358
H -1.024 -0.901 -2.508
H -1.931 -0.055 -3.773
H 0.305 -1.088 -5.425
C -1.362 -1.529 2.186
C -1.936 -2.877 1.787
O -1.798 -3.173 0.401
C -0.472 -3.235 -0.076
C 0.398 -4.302 0.565
H -1.782 -0.733 1.566
H -1.613 -1.319 3.227
H -0.275 -1.494 2.100
H -3.010 -2.897 1.963
H -1.495 -3.675 2.393
H 0.013 -2.253 0.015
H -0.585 -3.444 -1.144
H 0.599 -4.087 1.615
H 1.360 -4.356 0.053
H -0.086 -5.277 0.502
C 2.509 1.940 1.094
C 1.717 1.408 -0.080
O 2.505 0.954 -1.179
C 3.398 -0.114 -0.892
C 2.676 -1.339 -0.359
H 3.199 2.723 0.776
H 1.811 2.354 1.820
H 3.086 1.160 1.593
H 1.094 2.203 -0.495
H 1.038 0.613 0.252
H 4.187 0.200 -0.203
H 3.880 -0.336 -1.847
H 2.254 -1.158 0.629
H 3.345 -2.197 -0.286
H 1.854 -1.583 -1.038
C -2.508 3.355 0.532
C -1.927 2.024 0.974
O -0.844 2.135 1.880
C -1.141 2.767 3.120
C -2.199 2.049 3.938
H -1.724 4.006 0.142
H -3.249 3.194 -0.253
H -3.008 3.876 1.349
H -1.507 1.497 0.111
H -2.714 1.383 1.387
H -1.423 3.812 2.959
H -0.192 2.770 3.658
H -3.184 2.094 3.471
H -2.280 2.516 4.920
H -1.930 1.001 4.075
*
```

=====

C15H37ClNO5 | wB97M-V/def2-TZVPD

Geometry as ORCA input:
```
! wB97M-V def2-TZVPD RIJCOSX def2/J DEFGRID3
* xyz 1 1
C -0.857 -0.212 -0.312
C -0.559 0.832 0.784
C -0.535 2.271 0.279
C -1.873 2.746 -0.234
O -2.887 2.538 0.796
N -3.923 1.721 0.346
C -4.939 1.581 1.429
C -5.722 0.287 1.254
C -6.229 -0.002 -0.169
Cl -4.695 -1.047 1.840
H -1.737 -0.815 -0.072
H -1.023 0.249 -1.287
H -0.031 -0.913 -0.421
H 0.414 0.620 1.222
H -1.279 0.738 1.597
H -0.209 2.938 1.080
H 0.189 2.388 -0.528
H -2.155 2.175 -1.122
H -1.883 3.803 -0.491
H -3.539 0.788 0.136
H -4.337 2.116 -0.503
H -5.584 2.455 1.445
H -4.356 1.545 2.344
H -6.575 0.352 1.924
H -5.801 -0.925 -0.546
H -7.310 -0.101 -0.175
H -5.985 0.782 -0.888
C -0.171 -4.936 1.710
O 0.775 -5.286 0.720
C 0.585 -4.627 -0.518
C 1.548 -3.476 -0.700
O 1.325 -2.437 0.244
C 2.222 -2.467 1.343
H 0.179 -5.351 2.653
H -0.266 -3.851 1.812
H -1.154 -5.362 1.481
H -0.447 -4.269 -0.607
H 0.758 -5.358 -1.313
H 1.412 -3.051 -1.699
H 2.577 -3.841 -0.625
H 3.223 -2.143 1.037
H 2.291 -3.458 1.795
H 1.840 -1.768 2.086
C 3.127 0.370 -0.776
O 3.013 1.360 -1.779
C 2.933 2.671 -1.254
C 4.210 3.463 -1.409
O 5.262 2.905 -0.649
C 6.173 2.129 -1.410
H 3.299 -0.582 -1.275
H 3.954 0.571 -0.090
H 2.193 0.293 -0.204
H 2.644 2.626 -0.197
H 2.136 3.186 -1.804
H 4.038 4.481 -1.044
H 4.483 3.524 -2.467
H 6.796 2.770 -2.042
H 5.653 1.402 -2.038
H 6.813 1.602 -0.706
*
```

=====

C15H37IN3O8P2 | wB97M-V/def2-TZVPD

Geometry as ORCA input:
```
! wB97M-V def2-TZVPD RIJCOSX def2/J DEFGRID3
* xyz 1 1
N -8.711 0.939 2.559
C -8.227 2.075 1.952
N -6.968 2.898 2.215
C -6.384 2.967 0.789
C -7.771 3.475 0.027
N -8.920 2.736 0.744
I -9.247 1.246 -0.702
H -8.027 0.154 2.722
H -9.741 0.826 2.795
H -7.189 3.913 2.439
H -6.353 1.829 0.513
H -5.419 3.624 0.687
H -7.830 3.410 -1.140
H -7.911 4.566 0.448
O 1.362 1.124 0.006
P 0.177 1.995 0.492
O -0.899 1.414 -0.632
C -1.112 0.021 -0.767
C -2.324 -0.412 0.029
O 0.625 3.360 -0.344
C 1.999 3.635 -0.573
C 2.386 3.201 -1.975
O -1.146 2.967 1.034
C -1.992 2.465 2.051
C -1.242 1.785 3.179
H -0.236 -0.561 -0.467
H -1.287 -0.176 -1.829
H -2.121 -0.349 1.102
H -2.592 -1.448 -0.201
H -3.185 0.231 -0.184
H 2.630 3.162 0.186
H 2.142 4.717 -0.476
H 2.125 2.156 -2.168
H 3.462 3.326 -2.138
H 1.850 3.799 -2.720
H -2.735 1.800 1.608
H -2.543 3.321 2.458
H -0.717 0.892 2.827
H -1.935 1.481 3.971
H -0.491 2.457 3.605
O 4.793 -4.119 -2.407
P 4.446 -3.666 -0.967
O 5.161 -2.174 -1.109
C 4.813 -1.311 -2.176
C 3.757 -0.320 -1.737
O 5.728 -4.436 -0.241
C 6.226 -5.652 -0.781
C 7.457 -5.376 -1.626
O 4.059 -3.161 0.642
C 2.826 -2.508 0.876
C 1.659 -3.144 0.147
H 4.471 -1.862 -3.056
H 5.720 -0.770 -2.461
H 2.801 -0.826 -1.575
H 3.604 0.449 -2.499
H 4.038 0.165 -0.797
H 5.454 -6.178 -1.351
H 6.500 -6.300 0.057
H 7.267 -4.617 -2.392
H 7.803 -6.289 -2.120
H 8.269 -4.990 -1.000
H 2.923 -1.451 0.625
H 2.639 -2.558 1.954
H 1.779 -3.070 -0.939
H 0.721 -2.647 0.419
H 1.581 -4.207 0.394
*
```

=====

Ordered E_tot results: -5013.530033, -1975.157139, -1484.467778, -2339.836925; unit a.u..
Ordered highest occupied orbital energy results: -10.13, -11.98, -11.13, -10.77; unit eV.
Ordered HOMO-LUMO gap results: 10.2, 6.9, 8.1, 4.6; unit eV.